[1]
Computed, not measured: an isolated ion of composition C4H8N3O2 and charge +1 in a non-equilibrium geometry, with ωB97M-V/def2-TZVPD.

Values from the calculation:
HOMO = -14.608 eV
Kohn-Sham gap = 9.9 eV
structure (SMILES) = CN(C)NC(=O)[NH+]=C=O
total charge = +1
energy above the lowest of the compared OMol25 structures with the same formula, charge and spin = 59.7 kcal per mole

Last column: Löwdin charge in e.
Geometry (Å):
C1 -0.716 -1.108 -1.214  -0.0348
N1 -0.419 -0.315 -0.034  -0.2766
C2 -1.462 -0.360 0.978  -0.0337
N2 0.841 -0.590 0.491  0.1053
C3 1.839 0.275 0.546  -0.4173
O1 2.939 0.191 0.947  0.1993
N3 1.440 1.669 -0.031  0.2582
C4 0.388 2.034 -0.598  -0.1449
O2 -0.535 2.416 -1.134  0.3426
H1 -0.858 -2.167 -0.974  0.1013
H2 -1.632 -0.726 -1.656  0.1014
H3 0.091 -1.011 -1.938  0.0986
H4 -1.683 -1.382 1.297  0.1005
H5 -1.159 0.223 1.842  0.0979
H6 -2.364 0.075 0.560  0.1000
H7 1.054 -1.526 0.842  0.1982
H8 2.236 2.303 0.076  0.2039

=====

[2]
Computed, not measured: C26H24NOPPtSSe4 as an isolated structure, with ωB97M-V/def2-TZVPD.

Values from the calculation:
HOMO = -6.951 eV
Kohn-Sham gap = 4.1 eV
total charge = 0
energy above the lowest of the compared OMol25 structures with the same formula, charge and spin = 75.0 kcal per mole

Last column: Löwdin charge in e.
Geometry (Å):
Pt1 -0.118 -1.202 -1.344  0.6323
C1 -2.594 -0.221 1.620  -0.0544
C2 -1.545 0.589 2.327  -0.3108
C3 -1.724 0.948 3.657  -0.0424
C4 -0.786 1.716 4.331  -0.0746
C5 0.367 2.131 3.687  -0.0757
C6 0.573 1.777 2.361  -0.0833
C7 -0.378 1.022 1.680  -0.3892
P1 -0.154 0.687 -0.087  0.9329
C8 1.510 1.348 -0.501  -0.2977
C9 2.521 0.386 -0.369  -0.1222
C10 3.838 0.683 -0.672  -0.0735
C11 4.159 1.947 -1.140  -0.0778
C12 3.167 2.901 -1.278  -0.0522
C13 1.837 2.636 -0.952  -0.2511
C14 0.835 3.752 -1.096  -0.0353
C15 -1.457 1.685 -0.852  -0.3334
C16 -2.119 2.758 -0.263  -0.0966
C17 -3.100 3.425 -0.974  -0.0756
C18 -3.405 3.023 -2.272  -0.0734
C19 -2.763 1.935 -2.840  -0.0374
C20 -1.796 1.237 -2.120  -0.3071
C21 -1.105 0.020 -2.670  -0.3723
H1 -3.131 -0.850 2.328  0.0842
H2 -2.153 -0.867 0.857  0.0426
H3 -3.316 0.433 1.124  0.0852
H4 -2.617 0.617 4.175  0.1133
H5 -0.953 1.983 5.367  0.1032
H6 1.102 2.728 4.210  0.1034
H7 1.478 2.083 1.854  0.1052
H8 2.266 -0.600 0.006  0.0317
H9 4.601 -0.074 -0.548  0.1060
H10 5.184 2.190 -1.392  0.1031
H11 3.423 3.889 -1.643  0.1078
H12 1.351 4.690 -1.296  0.0788
H13 0.246 3.873 -0.188  0.0716
H14 0.140 3.565 -1.916  0.0853
H15 -1.867 3.064 0.746  0.1145
H16 -3.634 4.251 -0.523  0.1038
H17 -4.166 3.552 -2.832  0.1032
H18 -3.023 1.616 -3.843  0.1151
H19 -0.386 0.338 -3.435  0.0466
H20 -1.834 -0.628 -3.169  0.0473
Se1 1.975 -3.978 -3.074  0.2172
Se2 2.082 -4.631 -5.278  0.0222
Se3 0.772 -3.249 -6.335  0.0695
Se4 0.498 -2.356 -3.434  0.2052
O1 0.788 -3.196 -0.619  -0.4813
N1 0.657 -3.948 0.472  -0.2153
C22 0.541 -5.281 0.259  -0.0466
C23 0.380 -6.168 1.280  -0.0764
C24 0.345 -5.674 2.592  -0.0827
C25 0.478 -4.331 2.801  -0.1041
C26 0.644 -3.412 1.733  -0.6914
S1 0.836 -1.752 1.986  0.6934
H21 0.583 -5.571 -0.780  0.1065
H22 0.270 -7.220 1.062  0.1008
H23 0.223 -6.352 3.426  0.1047
H24 0.456 -3.914 3.797  0.0969

=====

[3]
Computed, not measured: a 13-piece molecular cluster, C13H52O13 overall in a non-equilibrium geometry, with ωB97M-V/def2-TZVPD.

Values from the calculation:
HOMO = -9.351 eV
Kohn-Sham gap = 9.4 eV
total charge = 0
energy above the lowest of the compared OMol25 structures with the same formula, charge and spin = 41.1 kcal per mole

Last column: Löwdin charge in e.
Geometry (Å):
C1 1.668 -21.732 -5.615  -0.1345
O1 0.343 -22.180 -5.239  -0.1300
H1 1.635 -20.686 -5.918  0.0815
H2 2.386 -21.973 -4.831  0.0612
H3 1.998 -22.301 -6.484  0.0516
H4 -0.156 -21.510 -4.766  0.0684
C2 3.130 -24.970 -4.208  -0.1211
O2 4.157 -24.861 -3.230  -0.1125
H5 2.125 -24.958 -3.787  0.0923
H6 3.173 -24.151 -4.926  0.0545
H7 3.232 -25.901 -4.766  0.0844
H8 3.901 -24.104 -2.698  0.0938
C3 2.850 -24.064 -11.933  -0.1325
O3 2.890 -25.402 -12.266  -0.1283
H9 2.220 -23.498 -12.620  0.0929
H10 2.457 -23.889 -10.932  0.0887
H11 3.853 -23.662 -12.077  0.0817
H12 2.893 -25.457 -13.224  0.1166
C4 8.889 -23.099 -7.858  -0.1695
O4 8.726 -24.495 -7.775  -0.1420
H13 9.167 -22.800 -6.847  0.0782
H14 9.691 -22.829 -8.545  0.0743
H15 7.901 -22.719 -8.116  0.0573
H16 8.662 -24.798 -6.867  0.0212
C5 2.892 -21.135 -9.450  -0.1290
O5 4.137 -21.754 -9.187  -0.1465
H17 2.601 -21.081 -10.499  0.0789
H18 2.212 -21.714 -8.825  0.0740
H19 2.979 -20.108 -9.095  0.0817
H20 4.825 -21.364 -9.730  0.0253
C6 6.822 -22.146 -11.202  -0.1127
O6 6.077 -20.970 -10.920  -0.1343
H21 6.176 -23.020 -11.122  0.0777
H22 7.227 -22.056 -12.210  0.0835
H23 7.698 -22.199 -10.555  0.0719
H24 6.482 -20.205 -11.334  0.0975
C7 1.259 -27.718 -10.146  -0.1735
O7 0.737 -26.720 -10.980  -0.1258
H25 1.634 -28.489 -10.819  0.0620
H26 2.035 -27.269 -9.526  0.0677
H27 0.481 -28.286 -9.636  0.0897
H28 1.432 -26.305 -11.497  0.0202
C8 4.428 -28.538 -12.219  -0.1225
O8 4.506 -27.516 -11.223  -0.1440
H29 5.066 -29.390 -11.986  0.0854
H30 3.412 -28.918 -12.333  0.0735
H31 4.811 -28.143 -13.159  0.0782
H32 3.996 -26.782 -11.572  0.0321
C9 6.077 -22.744 -5.311  -0.1146
O9 6.272 -23.524 -4.140  -0.1389
H33 6.036 -23.354 -6.214  0.0710
H34 5.166 -22.179 -5.114  0.0776
H35 6.899 -22.031 -5.380  0.0851
H36 5.482 -24.031 -3.940  0.0166
C10 4.767 -25.017 -8.333  -0.1445
O10 3.970 -24.168 -7.579  -0.1435
H37 5.615 -24.469 -8.743  0.0800
H38 5.140 -25.789 -7.659  0.0871
H39 4.283 -25.438 -9.215  0.0746
H40 4.043 -23.351 -8.079  0.0366
C11 0.976 -25.424 -7.493  -0.1763
O11 2.024 -26.187 -7.017  -0.1237
H41 1.215 -24.866 -8.398  0.0709
H42 0.066 -25.993 -7.686  0.0870
H43 0.832 -24.666 -6.724  0.0679
H44 2.791 -25.646 -7.220  0.0183
C12 7.542 -26.368 -4.882  -0.1304
O12 8.217 -25.140 -5.102  -0.1425
H45 8.133 -27.218 -5.224  0.0816
H46 7.258 -26.535 -3.844  0.0857
H47 6.673 -26.382 -5.539  0.0720
H48 7.669 -24.523 -4.610  0.0252
C13 4.094 -29.511 -8.529  -0.1432
O13 5.056 -28.456 -8.658  -0.1316
H49 3.929 -29.807 -7.493  0.0763
H50 3.103 -29.239 -8.892  0.0539
H51 4.493 -30.369 -9.071  0.0726
H52 4.966 -28.145 -9.562  0.0101

=====

[4]
Computed, not measured: one molecule with the formula C5H7NO, with ωB97M-V/def2-TZVPD.

Values from the calculation:
HOMO = -8.693 eV
Kohn-Sham gap = 9.3 eV
total charge = 0
energy above the lowest of the compared OMol25 structures with the same formula, charge and spin = 96.6 kcal per mole

Last column: Löwdin charge in e.
Geometry (Å):
C1 -1.502 -0.603 -0.277  -0.0252
C2 -0.661 0.904 -0.621  -0.1166
C3 0.139 -0.178 -0.949  -0.1202
C4 1.275 -0.366 0.011  -0.4568
N1 2.174 -1.250 -0.086  0.1631
O1 1.132 0.563 0.980  -0.0093
C5 0.009 1.430 0.624  -0.1676
H1 -2.013 -0.150 0.574  0.0960
H2 -2.191 -0.790 -1.096  0.0878
H3 -1.085 -1.548 0.101  0.1046
H4 0.100 -0.771 -1.859  0.1392
H5 2.840 -1.168 0.684  0.0633
H6 -0.641 1.505 1.500  0.1202
H7 0.422 2.422 0.413  0.1215

=====

[5]
Computed, not measured: a 15-piece molecular cluster, C42H110N6O24 overall in a non-equilibrium geometry, with ωB97M-V/def2-TZVPD.

Values from the calculation:
HOMO (spin up / spin down) = -1.592 / -3.523 eV
Kohn-Sham gap (spin up / spin down) = 3.5 / 5.4 eV
total charge = -1
multiplicity = 2

Last column: Löwdin charge in e.
Geometry (Å):
O1 0.311 3.822 -4.395  0.2807
H1 1.108 4.002 -4.898  0.1577
H2 0.593 3.310 -3.633  0.0910
H3 -0.303 3.322 -4.939  0.0588
O2 -0.913 -2.817 2.609  0.1989
H4 -1.036 -2.154 3.292  0.0712
H5 -0.601 -2.415 1.795  0.0138
H6 -0.296 -3.455 2.976  0.0725
C1 0.955 1.698 0.208  -0.0351
C2 0.728 1.812 -1.130  -0.4031
C3 0.187 0.655 -1.994  -0.3981
O3 0.090 0.669 -3.302  -0.1698
C4 -0.019 -0.577 -1.427  -0.0373
C5 0.181 -0.778 0.052  -0.3040
C6 0.562 0.507 0.901  -0.3383
O4 0.456 0.647 2.146  -0.1367
O5 0.067 -1.890 0.601  -0.0953
O6 0.973 2.952 -1.671  -0.1439
H7 1.280 2.597 0.709  0.0891
H8 -0.343 -1.410 -2.034  0.0902
O7 -0.885 2.789 2.452  -0.0854
H9 -0.493 1.939 2.251  -0.0540
H10 -0.228 3.428 2.176  -0.0402
O8 1.726 -1.596 -4.161  -0.0783
H11 2.309 -2.159 -3.652  -0.0335
H12 1.290 -1.049 -3.508  -0.0312
O9 -1.914 -0.100 -5.744  -0.0609
H13 -1.657 -0.291 -4.842  0.0044
H14 -1.159 -0.366 -6.270  0.0363
O10 3.203 5.010 -1.104  -0.0695
H15 2.485 4.387 -0.984  -0.0178
H16 3.244 5.491 -0.278  0.0192
O11 -1.558 -4.061 -0.697  -0.0616
H17 -2.380 -3.592 -0.842  -0.0125
H18 -0.877 -3.416 -0.887  -0.0018
O12 0.090 4.898 0.906  -0.0461
H19 -0.304 4.248 0.325  0.0074
H20 -0.348 5.718 0.680  0.0473
C7 -2.132 -4.310 5.239  -0.1071
O13 -1.150 -4.618 4.336  -0.2216
C8 0.167 -4.962 4.810  -0.1714
C9 1.246 -4.958 3.754  -0.2077
N1 1.555 -3.586 3.454  -0.0878
C10 2.615 -3.439 2.399  -0.1182
C11 3.158 -1.952 2.477  -0.1588
O14 4.258 -1.927 1.572  -0.2002
C12 4.872 -0.707 1.324  -0.1055
H21 -1.716 -3.617 5.969  0.0742
H22 -2.479 -5.281 5.593  0.0912
H23 -3.005 -3.850 4.777  0.0889
H24 0.100 -5.850 5.438  0.1236
H25 0.389 -4.116 5.461  0.1097
H26 0.849 -5.394 2.837  0.1371
H27 2.109 -5.534 4.089  0.1201
H28 1.938 -3.092 4.248  0.1022
H29 2.208 -3.760 1.440  0.0997
H30 3.403 -4.150 2.647  0.1094
H31 3.434 -1.665 3.492  0.1148
H32 2.396 -1.222 2.203  0.1064
H33 5.543 -0.386 2.121  0.0707
H34 4.103 0.049 1.168  0.0880
H35 5.497 -0.843 0.441  0.0757
C13 5.650 1.984 4.483  -0.1460
O15 4.326 2.337 4.739  -0.1856
C14 3.637 2.659 3.502  -0.1572
C15 2.263 3.393 3.852  -0.2020
N2 2.556 4.645 4.470  -0.0606
C16 1.335 5.298 4.840  -0.2090
C17 1.671 6.595 5.613  -0.1908
O16 2.618 6.302 6.664  -0.2108
C18 3.247 7.395 7.364  -0.0941
H36 6.264 2.788 4.078  0.0820
H37 5.702 1.223 3.704  0.0605
H38 6.155 1.624 5.379  0.0838
H39 3.410 1.842 2.818  0.1057
H40 4.248 3.395 2.979  0.1138
H41 1.566 2.676 4.287  0.1094
H42 1.886 3.543 2.840  0.0959
H43 3.095 4.472 5.307  0.1023
H44 0.681 4.639 5.411  0.1195
H45 0.817 5.531 3.909  0.1195
H46 0.696 6.930 5.968  0.1083
H47 2.116 7.379 5.000  0.1125
H48 4.227 7.118 7.752  0.0793
H49 2.624 7.597 8.235  0.0750
H50 3.329 8.302 6.764  0.0775
C19 4.660 1.767 -1.680  -0.1100
O17 5.178 0.448 -1.703  -0.2072
C20 4.145 -0.447 -2.083  -0.1999
C21 4.638 -1.957 -2.218  -0.1653
N3 3.680 -2.963 -2.570  -0.0699
C22 2.792 -3.330 -1.478  -0.1792
C23 2.424 -4.799 -1.613  -0.1850
O18 3.524 -5.685 -1.903  -0.2072
C24 3.174 -7.054 -1.879  -0.1168
H51 3.899 1.948 -0.921  0.0787
H52 4.238 2.057 -2.642  0.0831
H53 5.496 2.450 -1.529  0.0839
H54 3.727 0.006 -2.983  0.1102
H55 3.329 -0.406 -1.362  0.1124
H56 5.069 -2.104 -1.227  0.0931
H57 5.495 -1.898 -2.890  0.1168
H58 4.161 -3.808 -2.845  0.1056
H59 1.907 -2.694 -1.454  0.1089
H60 3.247 -3.203 -0.495  0.1015
H61 1.724 -4.948 -2.435  0.1270
H62 1.963 -5.077 -0.665  0.1118
H63 2.863 -7.289 -0.861  0.0841
H64 4.041 -7.646 -2.173  0.0818
H65 2.422 -7.314 -2.623  0.0831
C25 1.092 2.683 -9.907  -0.0686
O19 0.131 3.411 -9.062  -0.2022
C26 -0.130 2.810 -7.824  -0.2062
C27 -1.332 3.660 -7.271  -0.1991
N4 -1.664 3.203 -5.974  -0.0978
C28 -2.805 3.936 -5.355  -0.1332
C29 -3.139 3.340 -3.980  -0.1932
O20 -2.276 3.840 -2.967  -0.1761
C30 -2.589 3.422 -1.702  -0.1212
H66 1.967 2.457 -9.297  0.0799
H67 1.500 3.330 -10.683  0.0793
H68 0.758 1.760 -10.381  0.0825
H69 0.742 2.620 -7.198  0.1237
H70 -0.542 1.830 -8.065  0.1176
H71 -2.188 3.798 -7.931  0.1245
H72 -0.964 4.679 -7.148  0.1205
H73 -1.895 2.221 -6.034  0.0987
H74 -3.675 3.625 -5.934  0.1136
H75 -2.801 5.026 -5.383  0.1309
H76 -3.185 2.253 -3.924  0.1227
H77 -4.126 3.664 -3.650  0.1173
H78 -3.462 3.868 -1.227  0.0881
H79 -1.731 3.618 -1.059  0.0783
H80 -2.777 2.350 -1.646  0.0849
C31 -1.430 -0.677 8.665  -0.1140
O21 -0.758 -0.119 7.551  -0.2049
C32 -0.007 -0.984 6.668  -0.2043
C33 0.231 -0.384 5.306  -0.1820
N5 -0.778 -0.628 4.274  -0.0555
C34 -2.109 -0.167 4.707  -0.1253
C35 -3.196 -0.414 3.497  -0.1395
O22 -3.473 -1.814 3.284  -0.2306
C36 -4.088 -2.112 2.062  -0.1101
H81 -0.724 -1.163 9.338  0.0805
H82 -2.248 -1.340 8.379  0.0789
H83 -1.885 0.157 9.198  0.0837
H84 -0.565 -1.913 6.553  0.0902
H85 0.973 -1.170 7.105  0.1199
H86 1.147 -0.828 4.917  0.1080
H87 0.453 0.672 5.459  0.1244
H88 -0.477 -0.012 3.532  0.0556
H89 -2.257 0.891 4.923  0.1173
H90 -2.316 -0.835 5.544  0.0978
H91 -2.696 -0.041 2.603  0.1109
H92 -4.055 0.245 3.627  0.1096
H93 -3.580 -1.566 1.267  0.0841
H94 -5.140 -1.850 2.180  0.0851
H95 -4.020 -3.171 1.810  0.0905
C37 -6.068 -1.570 -7.430  -0.1142
O23 -6.636 -2.479 -6.531  -0.2124
C38 -6.513 -2.058 -5.158  -0.2093
C39 -6.994 -3.134 -4.189  -0.2164
N6 -6.056 -4.129 -3.738  -0.0614
C40 -4.793 -3.625 -3.134  -0.1911
C41 -4.823 -2.907 -1.813  -0.2078
O24 -3.647 -2.157 -1.505  -0.2281
C42 -3.515 -0.908 -2.214  -0.0632
H96 -6.234 -1.877 -8.462  0.0893
H97 -5.008 -1.729 -7.232  0.0841
H98 -6.371 -0.587 -7.068  0.0852
H99 -7.167 -1.203 -4.990  0.1171
H100 -5.483 -1.777 -4.938  0.1069
H101 -7.798 -3.604 -4.757  0.1190
H102 -7.402 -2.708 -3.273  0.1083
H103 -5.857 -4.821 -4.446  0.1044
H104 -4.195 -3.086 -3.870  0.1026
H105 -4.172 -4.519 -3.076  0.1225
H106 -4.835 -3.629 -0.997  0.1218
H107 -5.684 -2.261 -1.639  0.1162
H108 -3.000 -0.185 -1.580  0.0790
H109 -4.455 -0.380 -2.371  0.0834
H110 -2.999 -1.171 -3.138  0.0808

=====

[6]
Computed, not measured: one molecule with the formula C3H6N4O in a non-equilibrium geometry, with ωB97M-V/def2-TZVPD.

Values from the calculation:
HOMO = -7.932 eV
Kohn-Sham gap = 8.4 eV
structure (SMILES) = [H]/N=c1/ccn(O)n1N
total charge = 0
energy above the lowest of the compared OMol25 structures with the same formula, charge and spin = 127.4 kcal per mole

Last column: Löwdin charge in e.
Geometry (Å):
H1 2.279 0.166 1.774  0.0215
N1 2.043 0.918 1.156  0.1124
C1 1.018 0.635 0.466  -0.4220
C2 0.210 1.746 -0.157  0.0342
C3 -0.839 1.178 -0.840  -0.0203
N2 -0.696 -0.239 -0.802  -0.1427
O1 -1.850 -1.042 -0.559  -0.0028
N3 0.457 -0.539 -0.010  -0.1204
N4 0.606 -1.782 0.619  0.1245
H2 0.223 2.735 -0.006  0.0582
H3 -1.578 1.662 -1.363  0.0871
H4 -2.122 -1.194 -1.476  0.1074
H5 0.497 -2.441 -0.053  0.0392
H6 -0.247 -1.803 1.250  0.1238